DFT (ωB97M-V with the def2-TZVPD basis set) results for a structure of composition C34H73BiGeN11OSe in a non-equilibrium geometry.

Last column: Mulliken charge in e.
Atoms and positions in Å:
Bi -11.318957 0.866514 17.826643  0.8547
C -15.028099 -5.592288 19.015715  -0.9435
N -15.452194 -5.239816 17.649448  0.7382
C -16.829523 -5.563396 17.311270  -0.7897
C -14.676577 -4.490967 16.879969  -1.4479
N -13.283220 -4.572929 17.185437  1.0363
C -12.651127 -3.255132 17.159269  0.5599
C -11.366309 -3.133803 17.993081  -1.4779
N -11.209498 -1.883707 18.774981  1.4852
C -12.186188 -1.774509 19.903939  -0.7416
C -13.344518 -0.804642 19.747228  0.0790
N -13.014961 0.586132 19.518691  0.3758
C -13.749865 1.679467 19.839197  -0.3227
N -14.612681 2.239686 18.940282  0.3534
C -15.232913 1.445832 17.883321  -0.8227
C -15.043453 3.676535 18.973575  -1.1303
N -13.572638 2.301922 21.037854  0.1859
C -14.737730 2.919673 21.779208  -1.2302
C -12.284219 2.244240 21.709237  -0.7832
C -9.783138 -1.919060 19.297924  -1.4468
C -9.229385 -0.566862 19.677239  -0.6865
N -9.282034 0.421915 18.571231  0.4647
C -8.149953 0.962624 17.975920  0.3815
N -7.961238 0.923137 16.628361  0.1601
C -7.107391 1.934564 15.924058  -1.0045
C -8.824109 0.134811 15.761692  -0.5247
N -7.170136 1.500998 18.788245  0.2044
C -5.784483 1.764030 18.432912  -1.1223
C -7.468603 1.919724 20.138488  -0.8850
N -15.211978 -3.846800 15.804785  0.4932
C -14.924455 -4.432449 14.483701  -0.6939
C -15.560166 -2.382696 15.861322  -0.8797
H -15.070750 -6.697002 19.243555  0.3260
H -15.720005 -5.098792 19.726419  0.3784
H -14.019554 -5.312634 19.250730  0.2467
H -17.160301 -6.442137 17.853829  0.3751
H -16.764369 -5.843400 16.189169  0.2941
H -17.501401 -4.733709 17.517418  0.2840
H -13.417214 -2.648932 17.628430  -0.8673
H -12.498738 -2.962937 16.124412  0.2858
H -10.488176 -3.087220 17.307634  0.5064
H -11.212431 -4.029651 18.653495  0.0559
H -11.636144 -1.411908 20.827729  0.4601
H -12.708535 -2.778003 20.157137  0.0182
H -13.952737 -0.864405 20.607323  0.4697
H -13.951435 -1.173591 18.842094  -0.6241
H -15.164793 0.365150 18.142147  0.1943
H -14.813045 1.624451 16.867268  0.1463
H -16.304437 1.756856 17.766398  0.4111
H -14.437866 4.242451 19.682822  0.3886
H -16.122374 3.805354 19.249545  0.3369
H -14.890985 4.045700 17.954927  0.3983
H -15.679144 2.517141 21.434035  0.3779
H -14.731872 4.046964 21.770906  0.3621
H -14.577099 2.604311 22.770256  0.4825
H -11.543329 2.276966 20.920424  0.1513
H -12.163305 1.397788 22.404996  0.2888
H -12.137372 3.160990 22.336412  0.4256
H -9.199353 -2.333564 18.442658  0.4800
H -9.604814 -2.600620 20.140992  0.3081
H -8.187031 -0.658947 20.007236  0.6617
H -9.720612 -0.124371 20.572491  0.2233
H -6.926606 2.834001 16.615254  0.3695
H -7.775426 2.179976 15.049578  0.2975
H -6.170758 1.426698 15.570624  0.2463
H -9.386279 -0.614791 16.347855  -0.2488
H -8.168338 -0.380485 15.039954  0.6143
H -9.611582 0.722760 15.239446  0.0839
H -5.366351 1.072480 17.683953  0.3385
H -5.227678 1.710707 19.375541  0.3707
H -5.700860 2.824122 18.091000  0.4044
H -8.502498 1.716786 20.427224  0.0069
H -7.308032 3.010913 20.278421  0.4280
H -6.902166 1.422649 20.939785  0.4178
H -14.049526 -3.998358 13.988410  0.2130
H -15.801918 -4.384866 13.887519  0.4156
H -14.842390 -5.562262 14.605322  0.0914
H -15.804360 -2.120857 16.892795  0.2750
H -16.392292 -2.146331 15.256001  0.5031
H -14.754705 -1.763197 15.439928  0.1617
O -11.313949 -1.591692 14.126052  -0.5789
H -11.398963 -2.055519 13.229362  0.2955
H -12.050415 -0.961199 14.115880  0.2703
Se -11.100446 3.537836 17.819469  -0.0871
C -10.830664 3.450755 15.924484  0.3155
C -11.695317 2.759259 15.048659  -0.2062
C -11.361539 2.616609 13.657826  -0.6271
N -10.264557 3.139468 13.182460  -0.5026
C -9.425997 3.859527 13.926250  -0.6035
C -9.735344 4.093814 15.293421  -0.5689
H -12.660526 2.463041 15.414489  0.6420
H -12.023660 2.057053 13.003050  0.4056
H -8.567387 4.307039 13.402008  0.4073
H -9.032532 4.673493 15.855535  0.5098
C -7.936370 -6.980594 15.836809  -1.0431
C -8.528276 -7.865002 16.970395  -0.7453
C -10.042048 -7.897723 16.955140  -0.4375
C -10.663831 -6.459913 17.268652  -0.3777
Ge -12.380479 -6.171244 16.428040  -0.4890
C -13.418548 -7.842736 16.178460  -0.7017
C -13.230453 -8.523651 14.830032  -0.4053
C -13.278950 -10.037031 14.663031  -0.7244
C -14.647747 -10.627894 14.121875  -1.2167
H -7.931367 -5.898987 16.069979  0.2368
H -8.435592 -7.144818 14.884666  0.2634
H -6.869815 -7.252234 15.764165  0.3874
H -8.171235 -7.493496 17.998763  0.2602
H -8.148755 -8.849118 16.841007  0.4516
H -10.392208 -8.647202 17.682919  0.4203
H -10.383226 -8.277273 15.977166  0.1706
H -9.994801 -5.728429 16.865197  0.1498
H -10.740535 -6.300893 18.372582  0.3940
H -11.991019 -5.875908 14.958532  0.0216
H -14.472671 -7.582711 16.287825  0.4066
H -13.097609 -8.466698 17.029243  0.7595
H -12.264256 -8.146459 14.406773  0.3126
H -13.973058 -8.074664 14.095545  0.2288
H -13.004391 -10.597677 15.588163  0.3318
H -12.440495 -10.333835 14.019818  0.3772
H -15.493517 -10.397093 14.830021  0.2723
H -14.539587 -11.697047 14.010877  0.3891
H -14.850840 -10.167900 13.189912  0.3616

Force components x, y, z for each atom (eV/Å):
Bi -1.0 -0.3 -0.3
C -0.7 -1.4 1.0
N 1.0 0.8 0.9
C 0.2 -0.6 -2.5
C 1.9 -1.7 1.3
N -1.6 -1.0 -0.7
C -0.2 -0.1 0.1
C 1.0 -0.4 -0.6
N 0.1 0.0 1.4
C 0.2 -0.5 1.6
C -0.6 -0.1 -2.6
N 2.4 0.5 -1.5
C -0.8 1.1 0.2
N 0.2 0.2 1.0
C -0.6 -0.4 -0.5
C -0.3 -0.6 0.1
N -1.6 -0.1 -0.6
C 1.3 1.0 -1.0
C 0.1 0.7 0.9
C 0.0 -0.1 -1.2
C 0.5 1.3 0.5
N 0.2 0.0 -0.5
C 0.9 -0.1 0.9
N -0.4 0.9 1.7
C -0.8 0.0 -0.1
C -0.4 -0.7 -0.1
N -1.5 -1.1 -0.8
C 0.6 0.9 -0.1
C -0.9 0.8 1.4
N -0.8 1.4 -0.8
C 0.6 -1.5 1.0
C 1.1 -1.3 0.4
H -0.2 1.0 -0.7
H 0.2 -0.3 -0.4
H 0.3 0.4 -0.3
H 0.2 0.0 0.2
H -0.8 0.6 1.8
H 0.0 0.0 -0.2
H 0.2 0.7 -0.1
H 0.3 0.6 -0.1
H -0.8 -0.5 0.2
H -0.3 0.7 -0.4
H -0.4 -0.7 -0.9
H 1.2 1.3 -0.4
H -0.8 -0.3 1.1
H 0.4 0.3 1.2
H -0.2 0.9 -0.3
H 0.2 0.0 0.7
H 0.8 -0.4 0.4
H 0.0 -0.2 -0.4
H 0.9 -0.4 -0.2
H 0.0 0.1 0.2
H -0.1 0.0 -0.3
H 0.0 -1.2 -0.1
H -0.1 -0.3 1.4
H 0.5 -0.3 0.2
H 0.0 0.1 -0.5
H -0.3 -0.6 -0.7
H -0.1 0.5 0.7
H -0.5 -0.1 -0.1
H -0.1 -0.3 -0.2
H -0.1 -0.4 -0.5
H -0.3 -1.5 -1.5
H 1.2 0.3 0.8
H -0.8 0.8 0.3
H 0.6 0.1 -0.3
H -0.6 0.2 0.1
H 0.8 0.0 0.1
H -0.3 0.3 0.4
H 0.1 -0.2 -0.4
H 0.3 -0.9 0.2
H 0.1 0.2 -0.5
H 0.0 -0.6 -0.3
H 0.4 -0.1 -0.7
H -0.1 -0.2 0.0
H -0.8 0.7 -0.7
H 0.5 1.4 -0.1
H 0.2 0.1 -0.1
H -1.2 -0.2 -0.6
H 0.2 -0.2 0.5
O -0.6 -0.8 -1.7
H 0.3 0.9 1.8
H 0.3 -0.1 -0.1
Se -0.1 0.0 0.3
C 0.4 0.1 -2.1
C 0.6 0.4 -0.5
C -0.4 0.4 2.5
N 0.9 -0.2 -1.4
C -1.6 0.3 1.2
C 0.6 -0.9 -0.4
H -0.3 -0.4 0.1
H 0.1 0.2 -0.1
H -0.4 -0.2 0.5
H 0.2 0.3 0.4
C 0.8 0.0 1.1
C 0.3 2.0 0.8
C -1.0 0.4 0.3
C 0.0 -1.3 1.3
Ge 0.4 -0.5 -1.1
C -0.7 0.2 1.2
C 0.6 1.6 -2.0
C -0.4 -1.5 0.7
C 0.9 0.9 2.1
H -0.2 -0.4 -0.1
H 0.0 -0.1 -0.1
H -0.4 0.2 -0.3
H -0.4 -0.5 -1.4
H 0.3 -0.9 0.0
H -0.1 0.4 -0.1
H 0.1 0.3 0.1
H 0.4 0.6 -0.2
H 0.3 -0.2 -0.7
H -0.2 0.6 0.0
H -0.2 -0.3 0.4
H -0.4 0.0 -0.3
H -0.5 -0.5 0.3
H 0.6 -0.4 0.8
H -0.4 0.7 -0.2
H -0.5 0.1 -0.3
H 0.8 -0.3 -0.6
H -0.2 -0.2 -0.1
H -0.4 0.3 -1.1

Energy above the lowest of the compared OMol25 structures with the same formula, charge and spin   1.172 eV
Charge   +3